1.
DFT (the ωB97M-V functional and the def2-TZVPD basis) results for a cluster of 8 separate species, C20H61N5O8 in total.

```
94
Properties=species:S:1:pos:R:3:forces:R:3
O -0.842996 0.543455 -3.586718 -0.44 -0.14 -0.02
H -0.426018 1.219981 -3.053160 0.20 0.15 0.20
H -0.195853 0.336894 -4.261085 0.36 -0.06 -0.11
O 4.961756 1.132603 -2.766339 0.56 -0.06 -0.30
H 5.218856 1.025408 -1.850571 0.22 -0.09 0.72
H 5.107992 2.060635 -2.949615 0.02 0.48 -0.09
O 2.776967 -0.010494 -3.428225 -1.07 -0.29 -1.27
H 2.336401 -0.135092 -2.587614 -0.25 -0.22 0.71
H 3.647141 0.314585 -3.197249 0.53 0.39 0.02
C 2.063999 -4.482214 -4.670804 -0.82 -0.54 0.53
C 1.891127 -3.819505 -3.297518 1.66 0.36 1.29
C 1.735068 -4.779639 -2.068220 -0.38 -0.30 -1.54
O 1.498106 -4.064086 -0.911347 -0.49 1.09 2.10
C 1.264382 -4.841570 0.294978 0.60 0.01 -1.60
N 3.031085 -2.889919 -3.060561 -0.44 -1.13 -0.52
H 2.775196 -5.305849 -4.733371 0.60 0.44 0.26
H 2.257386 -3.706635 -5.411865 0.20 -0.16 0.00
H 1.140287 -4.989122 -4.949909 -0.39 0.22 -0.10
H 1.009036 -3.180235 -3.334130 -0.65 -0.39 0.07
H 2.549660 -5.465397 -1.835245 0.54 -0.06 -0.75
H 0.870477 -5.373829 -2.364067 -0.43 -0.52 0.31
H 0.338740 -5.399645 0.154088 -0.23 0.08 0.40
H 1.297956 -4.218060 1.188409 -0.43 0.35 -0.39
H 2.067584 -5.563627 0.441951 0.22 -0.22 -0.20
H 2.866791 -2.157128 -3.735940 0.52 0.54 0.02
H 2.891873 -2.429584 -2.172416 0.03 0.06 0.14
C 1.515109 5.150234 -0.657564 -0.69 0.98 0.75
C 1.482789 5.974331 0.644669 -0.39 -1.11 0.58
C 1.009106 5.148686 1.905572 1.24 -0.43 -0.53
O 1.989584 4.133429 2.191900 -0.77 0.37 -1.30
C 1.675421 3.278108 3.247016 0.67 -0.15 0.35
N 2.804363 6.533495 0.876119 -0.18 0.22 0.00
H 1.612501 5.829030 -1.504821 0.59 0.00 0.02
H 0.515936 4.741473 -0.808119 0.19 -0.76 0.10
H 2.333985 4.435026 -0.579904 -0.34 -0.23 -0.39
H 0.752407 6.777671 0.548312 -0.01 0.20 -0.07
H 0.038236 4.665350 1.796524 -0.25 0.14 -0.21
H 1.002132 5.817684 2.766087 -0.31 0.30 0.20
H 2.413827 2.477792 3.198371 0.49 0.30 0.47
H 0.758891 2.688153 3.252278 -0.79 0.55 -0.63
H 1.710665 3.879143 4.155649 0.10 -0.40 0.54
H 2.800743 6.940648 1.800407 0.18 0.30 0.21
H 3.437097 5.749782 0.950537 0.31 -0.17 -0.05
C 1.943952 1.533355 -0.172214 0.63 0.54 0.73
C 1.695417 0.111976 0.296120 -0.53 0.38 -0.12
C 0.390162 0.043492 1.122826 0.41 0.69 -1.42
O -0.636456 0.592779 0.247388 0.51 0.45 1.25
C -1.680010 1.244936 0.951107 0.22 -0.63 -0.07
N 1.603038 -0.715515 -0.894488 -0.13 -0.32 0.40
H 2.903147 1.609691 -0.684271 0.02 -0.21 -0.20
H 2.054693 2.199018 0.683792 -0.20 0.18 0.10
H 1.171746 1.946304 -0.821275 -0.09 -0.29 0.02
H 2.520641 -0.236348 0.917218 0.11 0.08 0.02
H 0.602382 0.646359 2.005777 -0.69 0.10 0.24
H 0.083101 -0.972726 1.370018 0.20 -0.10 0.29
H -1.406030 2.059307 1.621808 0.76 0.44 -0.28
H -2.113765 0.536939 1.657291 -0.75 -0.27 -0.25
H -2.346287 1.632415 0.180376 -0.29 -0.24 0.31
H 0.635902 -0.585835 -1.155157 -0.34 -0.34 -0.70
H 1.693071 -1.670874 -0.579413 -0.15 -0.51 -0.30
C -5.429654 -1.393641 -2.345436 0.54 0.03 1.69
C -6.491137 -0.325981 -2.613100 1.75 -0.27 -0.25
C -6.237038 1.043105 -1.864645 -0.05 -1.15 0.29
O -4.969237 1.660270 -2.067190 -0.76 -0.30 -0.71
C -4.733778 2.705777 -1.148333 0.34 0.24 -0.48
N -6.473114 -0.112282 -4.067808 -0.35 1.29 -0.03
H -5.542319 -2.381317 -2.792526 -0.63 0.17 -0.32
H -5.359873 -1.570415 -1.272130 0.00 -0.18 0.27
H -4.423895 -1.071612 -2.615341 -0.09 0.38 -0.23
H -7.472288 -0.646680 -2.262987 -0.11 -0.07 -0.09
H -6.284757 0.947476 -0.779894 -0.46 -0.75 0.21
H -7.127274 1.608380 -2.140415 0.28 0.91 -0.32
H -5.528188 3.452103 -1.145790 -0.25 0.03 -0.08
H -3.820513 3.199087 -1.481029 0.01 -0.03 0.06
H -4.582983 2.363770 -0.124428 -0.09 -0.32 0.12
H -5.665868 0.484279 -4.179958 0.12 0.48 -0.44
H -6.196584 -0.929592 -4.592818 -0.26 -0.46 0.31
C -1.223044 -3.314145 3.643069 0.70 -0.26 -0.08
C -0.520274 -2.911157 4.945581 -0.61 0.57 0.06
C 0.937578 -2.458593 4.650813 -1.40 0.76 0.36
O 0.956834 -1.083143 4.078813 -0.58 -2.95 0.53
C 2.283214 -0.812747 3.824796 1.77 1.74 0.11
N -1.324768 -1.923969 5.685121 -0.13 0.12 -0.06
H -1.029819 -2.508786 2.934430 -0.58 -0.06 -0.28
H -2.259612 -3.644011 3.712546 -0.17 0.80 0.35
H -0.767178 -4.218328 3.239667 0.55 0.05 -0.09
H -0.556802 -3.776268 5.607663 0.65 -0.20 -0.02
H 1.395239 -3.227765 4.028701 0.25 0.36 -0.55
H 1.507681 -2.432726 5.579480 0.07 0.14 0.16
H 2.767001 -1.246549 2.949659 -0.40 -0.69 -0.15
H 2.915756 -1.000737 4.692345 0.12 -0.46 0.20
H 2.443876 0.256313 3.685545 -0.47 0.27 -0.15
H -0.945508 -1.734826 6.601912 0.21 -0.26 0.18
H -1.342168 -1.012532 5.250297 0.09 0.01 -0.49
```
Forces are in eV/Å.

Results
Molecular weight in g/mol: 499.73
Total energy in Eh: -1674.1218
LUMO (alpha / beta) in eV: 2.405 / 2.308
Spin multiplicity: 2
<S²>: 0.750
Maximum force in eV/Å: 3.052
Frontier orbital gap (alpha / beta) in eV: 1.83 / 8.68
Charge: -1
Energy relative to the best compared isomer or geometry (same formula, charge and spin) in eV: 0.000

---

2.
DFT (the ωB97M-V functional and the def2-TZVPD basis) results for a cluster of 9 separate species, C20H62BF4N5O8 in total.

```
100
Properties=species:S:1:pos:R:3:forces:R:3
O -9.336940 -7.603990 9.231380 0.20 -0.65 -1.48
H -8.779510 -8.159140 9.781550 1.38 -1.61 1.26
H -9.502610 -6.810810 9.746180 -0.89 1.67 0.94
H -10.138930 -8.074740 8.993050 -0.69 -0.12 -0.05
B -8.648140 -5.045880 10.727870 1.87 0.17 -0.06
F -8.286720 -5.053090 9.363970 -0.46 -0.26 0.49
F -8.551550 -3.791720 11.243780 -1.58 3.23 0.00
F -9.843070 -5.719250 10.931580 -1.36 -0.14 -0.76
F -7.760850 -5.671820 11.542180 1.90 -2.32 0.34
C -11.782390 -2.865600 4.082260 0.03 -1.87 1.12
C -11.418560 -2.675130 5.583090 -0.41 0.24 -1.14
C -10.303290 -3.582680 6.122610 -1.01 -0.47 1.16
O -10.685960 -4.989620 6.066780 1.25 0.47 -0.79
C -9.680130 -5.894500 6.563670 -0.42 1.04 0.56
N -11.099020 -1.284160 5.829760 1.20 0.00 0.05
H -11.018970 -2.763950 3.310930 0.22 0.81 0.40
H -12.737310 -2.414070 3.813280 0.24 0.28 0.01
H -11.941120 -3.943920 4.070700 -0.47 -0.24 -0.36
H -12.306530 -2.870460 6.184310 -0.33 -0.80 -0.24
H -10.268950 -3.406540 7.197740 0.18 0.52 0.40
H -9.322870 -3.269910 5.763380 0.14 -0.67 -0.67
H -9.869270 -6.886850 6.154320 0.16 0.20 -0.15
H -9.673530 -5.925110 7.653220 -0.76 -0.06 0.17
H -8.654220 -5.542260 6.456290 0.10 -0.04 -1.06
H -10.970380 -1.173360 6.825390 -0.24 0.58 0.07
H -11.827790 -0.691760 5.458190 0.01 0.11 0.29
C -12.830880 -4.981940 9.420280 -0.47 -0.21 -0.09
C -13.522210 -5.564960 10.668570 0.40 0.19 -1.01
C -14.832900 -6.281520 10.300460 -0.48 -1.58 1.40
O -15.875080 -5.553150 9.779750 0.40 2.82 -1.14
C -17.098540 -6.140250 9.464740 -0.42 -0.08 -0.08
N -12.603510 -6.522660 11.316430 -0.67 0.10 -0.02
H -13.624730 -4.481270 8.866000 0.37 0.30 -0.29
H -12.393190 -5.747430 8.779530 -0.59 -0.63 -0.07
H -11.934770 -4.369700 9.521500 -0.34 0.62 0.77
H -13.853390 -4.808960 11.380530 0.30 0.59 -0.13
H -15.302100 -6.521150 11.254670 0.79 -1.30 0.67
H -14.647710 -7.171550 9.699090 0.29 -0.26 0.00
H -17.367080 -7.049320 10.002860 0.60 -0.40 0.10
H -17.124850 -6.306140 8.387760 -0.31 -0.23 -0.03
H -17.891080 -5.455360 9.766260 0.07 0.30 -0.31
H -12.941540 -6.662600 12.257840 -0.03 -0.40 0.23
H -11.700350 -6.084850 11.429270 0.00 0.09 -0.07
C -5.492500 -4.451890 17.414090 -0.07 -0.37 -0.89
C -6.958340 -4.071360 17.731400 0.37 -0.61 0.97
C -7.960820 -5.240070 17.443370 -0.01 1.27 -2.22
O -7.914880 -5.485520 15.958380 1.70 -1.28 2.60
C -8.745530 -4.801130 15.101920 -0.33 -0.09 -0.18
N -7.081700 -3.610880 19.133790 -0.42 0.27 -0.41
H -5.145510 -5.311500 17.987480 -0.25 -0.20 -0.03
H -4.707230 -3.707120 17.543590 -0.52 0.67 0.61
H -5.369790 -4.651140 16.349500 -0.26 -0.56 -0.10
H -7.255400 -3.261740 17.064780 -0.05 0.22 0.11
H -9.017830 -5.043150 17.622400 0.06 0.72 0.48
H -7.744790 -6.113310 18.058900 0.46 -0.40 -0.72
H -8.541300 -5.242220 14.126310 -0.30 0.06 -0.09
H -8.536350 -3.736040 15.002330 0.07 0.36 0.27
H -9.788340 -4.952110 15.380920 -0.36 0.15 -0.15
H -6.985560 -4.346010 19.819670 -0.13 -0.47 -0.19
H -6.314660 -2.991250 19.352430 0.04 0.26 -0.12
C -8.913420 1.119740 11.626490 -0.42 0.35 -0.43
C -8.571120 -0.348080 11.634280 -1.20 1.51 0.73
C -8.057840 -0.827890 13.086120 0.08 -1.30 0.59
O -8.711880 -0.398350 14.232570 -1.11 1.16 -0.86
C -8.222790 -0.903050 15.466670 -1.12 -0.34 1.00
N -9.874350 -1.084540 11.381740 4.17 -0.74 2.17
H -9.460960 1.302440 10.701870 0.00 0.13 -0.03
H -8.028040 1.752400 11.563550 -0.10 -0.02 0.57
H -9.603990 1.323500 12.444840 0.37 0.46 0.12
H -7.807920 -0.506820 10.872420 -0.27 -0.85 0.13
H -7.054520 -0.495270 13.352230 0.85 0.49 -1.68
H -7.989850 -1.915750 13.079320 -0.06 -0.43 -0.07
H -8.941260 -1.646440 15.812010 0.47 -0.77 -0.24
H -8.369990 -0.174630 16.264060 0.36 0.68 -0.48
H -7.183670 -1.232180 15.466850 -0.12 -0.13 -0.29
H -10.344790 -1.202360 12.267680 -1.31 0.75 0.23
H -9.557260 -2.024730 11.193080 -0.46 -1.31 -1.46
C -9.734880 -7.789640 13.480930 -0.55 -1.00 0.70
C -9.729340 -8.925360 14.505030 0.42 -0.33 0.49
C -11.070740 -9.713600 14.569080 1.31 -0.57 0.33
O -10.832170 -10.838330 15.409940 -0.03 -0.50 0.59
C -11.947260 -11.721870 15.487420 -0.60 0.83 -0.98
N -8.517090 -9.754700 14.297870 -0.89 -0.28 -0.20
H -10.542280 -7.098960 13.724190 0.30 0.42 -0.05
H -10.007130 -8.257960 12.535070 0.12 0.13 -0.30
H -8.735880 -7.360040 13.406540 -0.31 0.25 0.04
H -9.540170 -8.654160 15.543670 -0.34 0.97 0.01
H -11.320460 -10.065210 13.568030 -0.45 0.06 -0.26
H -11.866710 -9.155690 15.062300 -0.18 0.49 -0.50
H -12.043670 -12.235690 14.530980 0.20 -0.63 0.06
H -12.876350 -11.152910 15.521770 -0.18 0.34 0.33
H -11.978980 -12.393540 16.345300 0.76 0.12 -0.13
H -8.505600 -10.144580 13.366230 -0.15 0.03 -0.49
H -8.720300 -10.566550 14.863300 0.45 -0.40 0.39
O -5.232210 -7.211010 11.308560 -0.18 -0.27 -0.16
H -5.554350 -6.338400 11.082730 -0.27 0.33 -0.03
H -4.440410 -7.049210 11.821490 0.20 -0.13 0.18
O -7.703660 -8.970020 10.963520 -0.66 0.23 -0.68
H -7.456590 -9.700420 11.530710 -0.05 -0.25 0.03
H -7.075050 -8.279500 11.173900 0.74 0.50 0.29
```
Forces are in eV/Å.

Results
Molecular weight in g/mol: 587.55
Total energy in Eh: -2098.8915
LUMO (alpha / beta) in eV: -2.318 / -8.323
Spin multiplicity: 2
<S²>: 0.756
Maximum force in eV/Å: 4.757
Frontier orbital gap (alpha / beta) in eV: 8.63 / 2.62
Charge: +1

---

> Among the records above, which one has the lowest total energy?

C20H62BF4N5O8